(1)
C10H11ClCoF5Fe | wB97M-V/def2-TZVPD

XYZ file:
```
29
Properties=species:S:1:pos:R:3
Co 2.268 -1.631 -1.131
Cl 2.856 -3.278 -2.439
C 0.230 -1.603 -0.983
C 3.727 -0.312 -1.184
H 0.150 -2.698 -0.836
H -0.514 -1.194 -0.256
H -0.150 -1.398 -2.000
H 4.031 0.058 -0.195
H 3.430 0.535 -1.822
H 4.556 -0.855 -1.665
Fe 0.602 0.246 0.322
C 1.429 1.848 -0.429
C 1.900 -1.017 0.976
H 2.515 1.891 -0.267
H 1.216 1.914 -1.510
H 0.934 2.701 0.072
H 2.833 -0.666 1.478
H 1.483 -1.919 1.488
F -1.807 1.215 -1.581
C -2.261 0.905 -0.328
C -1.368 0.642 0.713
C -1.937 0.494 1.975
F -1.140 0.395 3.080
C -3.325 0.458 2.178
F -3.838 0.294 3.417
C -4.185 0.609 1.090
F -5.520 0.514 1.252
C -3.652 0.851 -0.174
F -4.461 1.001 -1.243
```

Values from the calculation:
- Net charge: -1
- Gap between HOMO and LUMO (spin up / spin down): 0.2379 / 0.2907 Eh
- Multiplicity: 10
- HOMO energy (spin up / spin down): -0.13444 / -0.21054 Ha
- F_max: 2.65 eV Å⁻¹
- Energy: -3993.447145 hartree

(2)
C2H4N3O | wB97M-V/def2-TZVPD

XYZ file:
```
10
Properties=species:S:1:pos:R:3
C 0.257 0.642 0.958
C -0.747 -0.265 0.831
N 0.895 0.765 -0.242
N 0.275 -0.153 -1.039
N -0.709 -0.705 -0.476
O -1.516 -1.523 -1.076
H 0.761 1.231 1.743
H -1.476 -0.473 1.638
H 1.784 1.025 -0.328
H 0.475 -0.543 -2.010
```

Values from the calculation:
- Net charge: +1
- Gap between HOMO and LUMO (spin up / spin down): 0.3576 / 0.3575 Eh
- HOMO energy (spin up / spin down): -0.55750 / -0.55745 Ha
- F_max: 6.40 eV Å⁻¹
- Energy: -317.698522 hartree

(3)
C3H6N4 | wB97M-V/def2-TZVPD

XYZ file:
```
13
Properties=species:S:1:pos:R:3
N 1.014 0.188 -0.107
N 2.300 0.110 0.399
N -1.868 -1.768 -0.220
C -0.854 -0.893 -0.480
N 0.299 -0.939 0.123
C 0.265 1.419 0.180
C -0.289 2.468 0.390
H 2.631 -0.836 0.214
H 2.904 0.735 -0.129
H -1.784 -2.185 0.701
H -2.798 -1.413 -0.408
H -1.054 -0.257 -1.360
H -0.766 3.371 0.697
```

Values from the calculation:
- Gap between HOMO and LUMO: 0.3035 Eh
- HOMO energy: -0.26561 Ha
- F_max: 5.29 eV Å⁻¹
- Energy: -336.762282 hartree